1.
This record from the Open Molecules 2025 dataset describes 3 unconnected molecules or ions with the total composition C20H45IN3O17P4S. The level of theory is ωB97M-V/def2-TZVPD.

Summary:
**Total charge**: +1
**Relative energy (zero: lowest compared OMol25 entry of this formula, charge and spin)**: 2132.6 kJ/mol
**Lowest unoccupied orbital energy**: -5.57 eV

Element x y z (Å)
C 0.714 0.802 -3.034
C -0.746 0.076 -2.775
O -1.796 1.052 -3.113
C -0.895 -1.306 -3.704
C -0.225 -2.513 -2.753
N 1.156 -2.864 -3.124
N 1.791 -3.804 -2.372
P 3.494 -4.183 -2.891
N 4.473 -3.488 -1.789
O 3.803 -5.889 -3.048
O 3.706 -3.502 -4.518
C 1.081 -4.432 -1.222
C 1.983 -5.531 -0.337
C 1.761 -7.093 -0.873
C 2.759 -8.179 -0.126
I 1.550 -9.994 0.256
C -0.442 -4.225 -0.678
C -1.164 -5.001 0.580
P -2.081 -6.628 0.024
O -3.671 -6.487 0.213
O -1.739 -7.010 -1.653
O -1.592 -8.026 0.991
C -1.235 -3.068 -1.597
C -2.783 -2.596 -1.321
C -3.924 -3.537 -2.032
C -5.396 -2.787 -1.855
S -6.280 -3.307 -0.250
O -7.781 -2.826 -0.223
O -6.345 -4.879 -0.243
O -5.457 -2.692 1.138
H 0.612 1.791 -3.650
H 1.421 0.035 -3.588
H 1.183 1.039 -1.977
H -0.745 -0.262 -1.640
H -2.173 1.411 -2.239
H -0.258 -1.119 -4.677
H -2.015 -1.522 -3.970
H 3.894 -3.024 -1.032
H 3.578 -6.223 -3.966
H 3.038 -4.053 -5.061
H 1.560 -5.539 0.780
H 3.108 -5.227 -0.239
H 1.769 -7.185 -2.040
H 0.658 -7.395 -0.531
H 3.611 -8.497 -0.875
H 3.154 -7.661 0.855
H -2.041 -4.291 0.964
H -0.464 -5.177 1.505
H -2.174 -6.347 -2.277
H -2.433 -8.461 1.334
H -3.043 -2.525 -0.176
H -2.919 -1.504 -1.757
H -3.678 -3.558 -3.197
H -4.028 -4.603 -1.560
H -6.157 -3.061 -2.723
H -5.311 -1.610 -1.854
H -4.618 -3.267 1.183
C 0.197 7.627 -0.141
O -0.076 6.261 0.113
P 0.449 5.199 -1.147
O -0.323 4.045 -0.502
O 1.988 5.230 -0.552
C 2.199 4.955 0.826
O 0.975 4.138 -2.408
C 1.059 4.775 -3.666
H -0.021 8.202 0.761
H 1.251 7.765 -0.400
H -0.433 7.982 -0.958
H 1.360 4.424 1.284
H 2.358 5.899 1.355
H 3.097 4.345 0.931
H 1.766 5.609 -3.617
H 0.073 5.139 -3.960
H 1.409 4.052 -4.407
C -0.264 8.623 7.140
O 0.055 8.487 5.767
P 1.647 7.873 5.480
O 1.516 8.216 3.994
O 1.114 6.332 5.735
C -0.030 5.873 5.028
O 3.238 7.258 5.193
C 4.129 7.516 6.259
H -1.326 8.863 7.230
H -0.069 7.689 7.673
H 0.328 9.429 7.577
H -0.244 6.470 4.139
H -0.895 5.901 5.697
H 0.136 4.839 4.722
H 3.755 7.056 7.179
H 4.234 8.593 6.397
H 5.104 7.089 6.016

2.
This record from the Open Molecules 2025 dataset describes a molecular structure, C20H46BN3O11SSi. The level of theory is ωB97M-V/def2-TZVPD.

Summary:
**Lowest unoccupied orbital energy**: -0.22 eV

Element x y z (Å)
C 2.168 1.597 -0.189
C 3.606 1.195 -0.678
O 4.441 1.063 0.180
O 3.887 1.004 -2.040
C 5.135 1.736 -2.268
C 5.446 1.905 -3.815
C 5.335 3.423 -4.270
Si 6.976 4.228 -4.777
C 8.383 4.075 -3.521
B 8.037 4.546 -2.032
O 7.224 3.853 -1.102
O 8.633 5.750 -1.574
N 7.526 3.345 -6.246
C 6.746 3.520 -7.189
O 6.114 3.827 -8.098
S 6.514 6.281 -5.376
C 6.596 7.433 -3.941
O 7.411 6.654 -6.479
O 5.088 6.275 -5.790
H 2.221 2.000 0.859
H 1.475 0.717 -0.153
H 1.713 2.417 -0.810
H 4.953 2.771 -1.865
H 6.022 1.242 -1.802
H 4.620 1.348 -4.348
H 6.420 1.453 -4.128
H 4.686 3.435 -5.198
H 4.807 4.093 -3.535
H 9.214 4.756 -3.884
H 8.834 3.039 -3.533
H 6.384 4.317 -0.933
H 8.291 5.925 -0.675
H 7.594 7.267 -3.455
H 6.569 8.472 -4.356
H 5.737 7.243 -3.241
C -0.401 0.523 2.048
O 0.103 -0.689 1.514
C 1.332 -1.108 2.111
C 1.123 -2.353 2.963
N 0.361 -2.049 4.173
C -0.090 -3.236 4.901
C -1.076 -4.171 4.193
O -2.360 -3.608 3.974
C -2.471 -2.821 2.798
H -1.231 0.850 1.420
H -0.777 0.379 3.065
H 0.364 1.303 2.042
H 1.803 -0.304 2.686
H 2.008 -1.363 1.290
H 2.098 -2.761 3.247
H 0.606 -3.094 2.342
H -0.455 -1.506 3.919
H -0.574 -2.874 5.814
H 0.787 -3.809 5.218
H -1.239 -5.027 4.857
H -0.670 -4.590 3.266
H -1.825 -3.179 1.993
H -2.259 -1.773 3.023
H -3.507 -2.875 2.457
C -5.920 -2.333 0.125
O -6.049 -2.894 1.421
C -6.716 -2.037 2.347
C -8.090 -2.591 2.703
N -9.014 -2.489 1.575
C -10.263 -3.228 1.766
C -10.172 -4.752 1.901
O -9.759 -5.418 0.718
C -8.355 -5.487 0.533
H -5.253 -2.973 -0.453
H -6.886 -2.295 -0.386
H -5.484 -1.331 0.171
H -6.782 -1.008 1.979
H -6.105 -2.022 3.254
H -8.495 -2.028 3.550
H -7.954 -3.633 3.015
H -8.559 -2.848 0.745
H -10.889 -3.008 0.895
H -10.784 -2.820 2.638
H -11.185 -5.116 2.106
H -9.566 -5.065 2.758
H -7.812 -5.548 1.480
H -8.005 -4.634 -0.054
H -8.137 -6.387 -0.045

3.
This record from the Open Molecules 2025 dataset describes 3 unconnected molecules or ions with the total composition C20H46BO12S. The level of theory is ωB97M-V/def2-TZVPD.

Summary:
**Total charge**: -1
**Lowest unoccupied orbital energy**: 2.59 eV

Element x y z (Å)
O 2.393 -1.953 -3.259
S 1.506 -0.900 -2.809
O 1.878 0.495 -2.994
O 1.353 -1.132 -1.224
C -0.154 -1.184 -3.336
C -0.389 -2.364 -4.305
C -0.314 -3.773 -3.668
C -1.434 -4.229 -2.681
C -2.486 -3.213 -2.234
C -3.705 -3.719 -1.488
O -4.309 -2.532 -1.045
B -3.210 -1.535 -0.770
C -3.389 -0.137 -1.594
C -4.468 0.840 -1.136
O -5.740 0.238 -0.844
O -1.957 -2.290 -1.288
H 0.461 -1.391 -0.999
H -0.461 -0.211 -3.756
H -0.783 -1.368 -2.451
H -1.384 -2.177 -4.745
H 0.337 -2.332 -5.133
H 0.650 -3.858 -3.141
H -0.247 -4.482 -4.510
H -0.960 -4.567 -1.740
H -1.940 -5.112 -3.109
H -2.913 -2.660 -3.110
H -3.352 -4.318 -0.624
H -4.402 -4.301 -2.112
H -3.036 -1.295 0.437
H -2.421 0.403 -1.509
H -3.532 -0.347 -2.676
H -4.167 1.338 -0.202
H -4.627 1.637 -1.889
H -6.233 0.182 -1.636
C 3.917 -0.349 0.818
O 4.269 -1.035 2.004
C 5.422 -0.586 2.674
C 5.176 -0.267 4.134
O 4.317 0.830 4.371
C 2.931 0.712 4.099
C 2.149 -0.171 5.044
O 2.486 -1.540 4.944
C 2.808 -2.189 6.147
H 4.358 -0.825 -0.063
H 2.835 -0.384 0.711
H 4.232 0.698 0.856
H 5.846 0.294 2.178
H 6.182 -1.381 2.648
H 6.140 0.058 4.538
H 4.872 -1.163 4.680
H 2.737 0.437 3.062
H 2.547 1.721 4.248
H 1.089 -0.047 4.785
H 2.283 0.183 6.074
H 3.288 -1.507 6.857
H 3.504 -2.997 5.917
H 1.921 -2.622 6.624
C 1.453 3.712 -2.257
O 0.650 4.292 -1.252
C -0.586 4.793 -1.711
C -1.812 4.189 -1.053
O -2.058 2.829 -1.340
C -1.280 1.801 -0.760
C -1.554 1.585 0.709
O -1.141 2.675 1.518
C -2.126 3.221 2.357
H 2.109 4.450 -2.733
H 2.065 2.931 -1.811
H 0.829 3.244 -3.024
H -0.677 4.653 -2.794
H -0.613 5.874 -1.513
H -2.664 4.700 -1.513
H -1.835 4.408 0.019
H -0.211 1.906 -0.958
H -1.623 0.891 -1.262
H -1.006 0.680 1.010
H -2.623 1.390 0.849
H -3.122 3.150 1.906
H -1.890 4.275 2.509
H -2.154 2.730 3.335

Frontier orbital gap? In order: 0.1973, 0.3126, 0.2682 Eh.